P) Here is a molecular structure, C4H5N3O2 from the Open Molecules 2025 dataset. Energies are from ωB97M-V/def2-TZVPD.

Positions of all 14 atoms, in Å:
C -0.42060 1.33762 0.27913
C -0.26707 -1.21556 0.92529
C -1.36788 -0.37731 -1.00222
C 0.69124 0.46143 0.79129
N -1.29612 0.91880 -0.52978
N -0.99469 -1.37857 -0.03938
N 1.63119 0.06272 -0.11434
O 2.73634 -0.12136 0.33951
O 1.33683 -0.02052 -1.27751
H -0.33821 2.38687 0.41334
H 0.19582 -1.58732 1.78632
H -2.34344 -0.75042 -1.36729
H -0.81668 -0.28796 -1.93729
H 1.25327 0.57157 1.73292

Properties
- LUMO level: 0.1 eV
- Gap between HOMO and LUMO: 9.51 eV
- Total charge: 0


Q) Here is a single C4H5N3O2 molecule from the Open Molecules 2025 dataset. Energies are from ωB97M-V/def2-TZVPD.

Positions of all 14 atoms, in Å:
C 1.42884 -1.99913 0.49993
C 0.39407 -0.98568 0.40554
C 2.83454 -0.42055 -0.37021
C -0.37875 1.22512 0.01871
N 2.54464 -1.44989 0.20632
N 0.59340 0.17136 -0.02802
N 3.73836 0.52024 -0.29522
O 3.46083 1.70775 -0.32860
O 4.86266 0.08492 -0.23312
H 1.64972 -2.91626 1.11902
H -0.46229 -1.32741 0.90628
H -0.42872 1.59578 -0.97891
H -0.01132 1.89595 0.80212
H -1.49654 0.98161 0.32670

Properties
- LUMO level (spin up / spin down): -0.9 / -0.9 eV
- Gap between HOMO and LUMO (spin up / spin down): 7.97 / 7.97 eV
- Total charge: 0


Relative energy of each structure, in kcal/mol: P) 0.0; Q) 34.0.